[1]
Formula: C39H37F6OP2RuSSbSi
Source: the Open Molecules 2025 dataset
Level of theory: ωB97M-V/def2-TZVPD

The geometry in XYZ format:
```
89
Properties=species:S:1:pos:R:3:forces:R:3
Ru -0.085 0.438 0.042 0.7 -0.2 -0.3
O 3.174 0.391 0.070 -0.1 -0.1 -0.1
S 2.089 -0.545 -0.226 0.3 0.3 0.2
C 2.364 -1.158 -1.846 0.0 0.0 0.0
C 3.582 -1.764 -2.149 -0.1 0.0 -0.1
C 3.863 -2.020 -3.478 0.0 0.0 0.0
C 2.965 -1.642 -4.475 0.0 0.0 0.0
C 1.773 -1.015 -4.156 0.0 -0.1 0.0
C 1.465 -0.760 -2.821 0.0 0.0 0.0
P -0.130 -0.021 -2.367 -0.2 -0.3 0.0
C -1.255 -1.147 -3.202 0.0 0.2 -0.2
C -1.155 -2.486 -2.830 -0.1 -0.1 0.1
C -1.831 -3.453 -3.550 0.0 0.0 0.1
C -2.603 -3.090 -4.644 0.0 0.0 0.0
C -2.688 -1.759 -5.030 0.0 0.0 0.0
C -2.010 -0.781 -4.319 0.0 -0.1 0.1
C -0.186 1.616 -3.096 0.0 0.1 0.1
C -1.414 2.243 -3.335 0.0 0.0 0.0
C -1.443 3.518 -3.871 0.0 0.0 0.0
C -0.254 4.186 -4.142 0.0 0.0 0.0
C 0.968 3.583 -3.873 0.0 0.0 0.0
C 1.008 2.302 -3.344 0.0 0.0 0.0
C 2.036 -1.847 0.957 -0.2 -0.1 0.0
C 2.425 -3.146 0.702 0.1 0.0 0.1
C 2.366 -4.066 1.746 0.0 0.0 0.0
C 1.932 -3.676 2.999 0.0 0.0 0.0
C 1.497 -2.372 3.232 0.1 0.0 0.0
C 1.531 -1.441 2.210 0.1 0.0 -0.2
P 0.712 0.173 2.345 0.0 0.2 0.1
C 1.887 1.530 2.425 0.0 0.0 0.1
C 1.436 2.779 1.998 0.0 0.1 0.0
C 2.278 3.880 2.054 0.0 -0.1 0.0
C 3.567 3.727 2.542 0.0 0.0 0.0
C 4.016 2.482 2.972 0.0 0.0 0.0
C 3.181 1.381 2.913 0.0 0.0 0.0
C -0.213 0.227 3.877 -0.1 -0.2 0.0
C 0.220 1.043 4.924 -0.1 0.0 0.0
C -0.471 1.025 6.127 0.0 0.0 0.0
C -1.584 0.211 6.281 0.0 0.0 0.0
C -2.017 -0.598 5.237 0.0 0.0 0.0
C -1.336 -0.592 4.032 0.2 -0.1 0.0
H 4.296 -2.004 -1.373 0.0 0.0 0.0
H 4.795 -2.500 -3.743 0.0 0.0 0.0
H 3.204 -1.837 -5.512 0.0 0.0 0.0
H 1.081 -0.727 -4.938 0.0 0.0 0.0
H -0.543 -2.782 -1.989 0.0 0.0 0.1
H -1.761 -4.489 -3.248 0.0 0.0 0.0
H -3.136 -3.847 -5.204 0.0 0.0 0.0
H -3.272 -1.480 -5.897 0.0 0.0 0.0
H -2.063 0.244 -4.653 0.0 0.0 0.0
H -2.343 1.734 -3.112 0.0 0.0 0.0
H -2.391 3.994 -4.082 0.0 0.0 0.0
H -0.281 5.182 -4.562 0.0 0.0 0.0
H 1.890 4.106 -4.084 0.0 0.0 0.0
H 1.964 1.837 -3.137 0.0 0.0 0.0
H 2.757 -3.453 -0.279 0.0 0.0 0.0
H 2.648 -5.095 1.566 0.0 0.0 0.0
H 1.892 -4.398 3.802 0.0 0.0 0.0
H 1.100 -2.099 4.201 0.0 0.0 0.0
H 0.411 2.908 1.658 0.0 0.0 0.0
H 1.928 4.852 1.732 0.0 0.0 0.0
H 4.226 4.583 2.597 0.0 0.0 0.0
H 5.024 2.372 3.348 0.0 0.0 0.0
H 3.538 0.408 3.230 0.0 0.0 0.0
H 1.081 1.686 4.811 0.0 0.0 0.0
H -0.136 1.648 6.945 0.0 0.0 0.0
H -2.120 0.208 7.221 0.0 0.0 0.0
H -2.884 -1.233 5.359 0.0 0.0 0.0
H -1.671 -1.226 3.222 0.2 0.3 0.4
F -0.945 -1.599 0.433 -0.1 0.0 -0.2
Sb -2.269 -3.013 1.030 0.2 -0.2 -0.3
F -1.106 -3.265 2.479 0.1 -0.1 0.1
F -3.026 -1.568 1.980 -0.5 0.0 -0.2
F -3.445 -4.326 1.588 -0.1 0.0 0.1
F -3.331 -2.522 -0.424 0.0 0.1 -0.3
F -1.199 -4.118 -0.040 0.0 -0.1 -0.1
C -2.829 1.726 2.212 -0.1 -0.1 0.3
Si -2.355 1.572 0.458 -0.6 0.5 0.2
C -1.705 3.190 -0.221 0.2 0.1 0.0
C -3.549 0.641 -0.582 0.0 -0.3 -0.1
H -3.624 2.482 2.248 0.0 0.0 0.0
H -2.017 2.063 2.856 0.0 0.0 0.0
H -3.230 0.785 2.589 0.0 0.1 0.1
H -1.725 3.920 0.592 0.0 0.0 0.0
H -2.385 3.504 -1.016 0.0 0.0 0.0
H -0.701 3.189 -0.652 0.0 0.1 0.0
H -4.290 1.374 -0.925 0.0 0.0 0.0
H -4.035 -0.114 0.037 0.0 0.0 -0.1
H -3.130 0.134 -1.451 -0.1 0.0 0.0
```
Forces are in eV/Å.

LUMO level (spin up / spin down): -6.3 / -8.6 eV
Multiplicity: 5
HOMO-LUMO gap (spin up / spin down): 7.685 / 5.616 eV
Relative energy (zero: lowest compared OMol25 entry of this formula, charge and spin): 21.5 kJ/mol
<S²>: 6.021
Net charge: +2
Highest occupied orbital energy (spin up / spin down): -13.990 / -14.216 eV


[2]
Formula: C39H37I2N6O5Sc
Source: the Open Molecules 2025 dataset
Level of theory: ωB97M-V/def2-TZVPD

The geometry in XYZ format:
```
90
Properties=species:S:1:pos:R:3:forces:R:3
Sc 0.026 -0.160 -0.218 0.5 1.3 0.4
C -0.691 -4.540 -1.117 0.1 0.1 0.0
C 0.486 -4.012 -1.871 -0.2 0.5 0.2
N 1.249 -4.852 -2.511 -0.2 -0.3 0.1
C 2.290 -4.398 -3.215 0.3 0.3 -0.2
C 2.594 -3.067 -3.359 0.0 0.0 0.0
C 3.790 -2.675 -4.191 0.2 -0.3 0.2
O 3.515 -1.778 -5.251 -0.1 0.3 -0.3
C 1.815 -2.113 -2.649 -0.9 -1.0 0.6
C 2.144 -0.732 -2.753 0.1 1.0 0.1
N 1.714 0.260 -2.027 -0.3 -1.1 0.2
C 2.336 1.495 -2.260 0.4 0.8 -0.2
C 3.683 1.595 -2.643 -0.3 -0.1 -0.1
C 4.295 2.817 -2.829 -0.1 0.1 0.0
C 3.595 3.993 -2.618 0.0 0.0 0.0
C 2.264 3.930 -2.249 -0.1 0.0 0.1
C 1.658 2.700 -2.067 -0.7 -0.2 0.1
I -0.417 2.647 -1.567 0.7 0.0 -0.5
C 0.745 -2.595 -1.840 1.2 -0.7 -1.3
O 0.004 -1.829 -1.132 -0.3 -0.6 -0.3
H -0.730 -5.620 -1.216 0.0 0.0 0.0
H -1.602 -4.092 -1.514 -0.2 0.0 0.1
H -0.621 -4.264 -0.065 -0.1 0.0 0.1
H 2.893 -5.168 -3.677 0.1 0.1 -0.2
H 4.252 -3.587 -4.584 0.1 0.1 0.2
H 4.519 -2.161 -3.558 0.0 -0.1 -0.1
H 2.957 -2.211 -5.905 0.0 0.0 0.1
H 2.843 -0.506 -3.559 -0.1 0.0 0.1
H 4.268 0.698 -2.772 0.0 -0.1 0.0
H 5.323 2.848 -3.151 0.2 0.0 0.0
H 4.072 4.952 -2.736 0.1 0.1 -0.1
H 1.690 4.833 -2.115 -0.1 0.1 0.1
C -3.860 1.920 0.793 0.0 -0.1 0.0
C -3.794 1.657 -0.679 0.2 -0.1 0.1
C -4.544 2.423 -1.559 0.0 0.0 -0.1
C -4.511 2.177 -2.918 0.0 0.0 -0.1
C -3.715 1.159 -3.411 -0.1 0.1 0.0
C -2.951 0.381 -2.559 0.1 -0.1 0.2
C -2.082 -0.711 -3.104 0.0 0.0 0.0
C -2.988 0.623 -1.177 -0.4 0.3 -0.4
N -2.189 -0.153 -0.307 0.4 0.1 0.1
C -2.860 -0.949 0.536 -0.3 -0.2 0.1
O -4.075 -1.119 0.608 0.1 -0.1 0.1
C -1.949 -1.706 1.476 -0.4 -0.1 0.3
C -2.391 -2.780 2.244 0.0 0.3 -0.1
C -1.482 -3.422 3.071 0.0 0.2 -0.2
C -0.166 -2.985 3.096 0.1 0.3 0.0
C 0.195 -1.914 2.287 0.1 -0.3 0.3
N -0.690 -1.286 1.519 -0.1 -0.7 0.1
C 1.635 -1.497 2.111 0.2 0.1 0.2
O 2.468 -1.787 2.972 -0.2 -0.1 0.0
N 1.850 -0.837 0.963 -0.5 0.0 -0.1
C 3.175 -0.862 0.475 0.6 0.1 0.0
C 3.747 -2.092 0.096 -0.2 0.1 0.0
C 3.059 -3.397 0.367 0.0 0.1 0.0
C 4.985 -2.093 -0.526 0.0 -0.1 0.0
C 5.697 -0.925 -0.725 0.1 0.1 -0.1
C 5.166 0.274 -0.287 0.1 -0.2 0.2
C 3.915 0.318 0.312 -0.2 0.0 0.1
C 3.394 1.635 0.814 -0.1 -0.2 0.0
H -4.180 2.941 0.993 0.0 0.1 0.0
H -2.887 1.734 1.249 0.0 0.0 0.1
H -4.570 1.230 1.250 0.0 0.0 0.1
H -5.170 3.211 -1.167 -0.1 0.1 0.0
H -5.111 2.771 -3.590 -0.1 0.1 -0.1
H -3.696 0.954 -4.472 0.0 0.0 -0.1
H -2.364 -0.946 -4.128 0.0 0.0 -0.1
H -2.167 -1.608 -2.491 0.1 0.0 -0.1
H -1.027 -0.406 -3.101 -0.1 -0.1 0.0
H -3.425 -3.080 2.174 -0.1 0.0 -0.1
H -1.792 -4.260 3.678 0.0 -0.1 0.0
H 0.584 -3.461 3.710 0.1 0.0 0.0
H 1.988 -3.334 0.174 0.0 0.0 0.1
H 3.189 -3.673 1.415 0.0 0.0 0.0
H 3.480 -4.186 -0.252 0.0 -0.1 -0.1
H 5.401 -3.039 -0.846 0.1 -0.1 0.0
H 6.662 -0.954 -1.207 0.1 0.0 0.0
H 5.726 1.192 -0.394 0.0 0.1 -0.1
H 3.809 2.466 0.244 0.0 0.0 0.0
H 3.677 1.764 1.861 -0.1 0.1 0.1
H 2.306 1.674 0.743 0.0 0.1 0.1
N 0.942 1.462 3.322 0.1 -0.4 0.1
C 0.045 1.926 2.453 0.2 0.2 0.1
O -0.102 1.433 1.333 -0.2 0.2 0.2
C -0.737 3.145 2.863 0.1 0.1 -0.2
I 0.319 4.847 2.075 -0.1 -0.1 0.1
H 1.495 0.652 3.057 0.0 0.2 0.0
H 1.092 1.864 4.233 -0.1 0.0 -0.1
H -0.809 3.278 3.939 0.0 0.0 0.0
H -1.718 3.154 2.395 0.1 -0.1 0.0
```
Forces are in eV/Å.

LUMO level: -0.6 eV
Multiplicity: 1
HOMO-LUMO gap: 7.489 eV
Net charge: 0
Highest occupied orbital energy: -8.107 eV